{"formula": "C44H49NP2Re", "method": "ωB97M-V/def2-TZVPD", "homo_lumo_gap_ev": [5.06, 5.77], "e_lumo_ev": [-7.2, -7.2], "total_charge": 2, "multiplicity": 4, "e_homo_ha": [-0.4492, -0.4770], "elements": ["Re", "C", "C", "C", "C", "C", "C", "C", "C", "C", "H", "H", "H", "H", "H", "H", "H", "H", "H", "H", "H", "H", "H", "H", "H", "P", "P", "C", "C", "C", "C", "C", "C", "C", "C", "C", "C", "C", "C", "C", "C", "C", "C", "C", "C", "C", "C", "C", "C", "C", "C", "C", "C", "H", "H", "H", "H", "H", "H", "H", "H", "H", "H", "H", "H", "H", "H", "H", "H", "H", "H", "H", "H", "H", "H", "C", "N", "C", "C", "C", "C", "C", "C", "C", "C", "H", "H", "H", "H", "H", "H", "H", "H", "H", "H", "H", "H"], "xyz": [[-0.502087, 1.076402, -0.721675], [-2.093014, 0.849020, -3.128153], [-1.511960, -0.410213, -2.814715], [-0.481140, -0.853599, -3.836907], [0.793817, 0.008113, -3.886606], [1.221322, 0.771666, -2.704094], [0.459452, 1.990157, -2.259027], [-0.349138, 2.668765, -3.334063], [-1.522596, 1.872179, -3.990285], [2.024615, 0.466445, 1.084426], [-3.164509, 0.744773, -3.306305], [-2.333903, -1.148712, -2.685200], [-0.969860, -0.727304, -4.813893], [-0.220615, -1.907125, -3.716260], [1.610252, -0.668875, -4.153618], [0.699000, 0.738902, -4.690385], [2.254239, 1.062982, -2.930740], [1.222008, 2.711501, -1.869451], [0.380067, 2.950041, -4.110694], [-0.758328, 3.604988, -2.940564], [-2.292405, 2.629718, -4.242292], [-1.104000, 1.468472, -4.931369], [1.586306, 1.352102, 1.723777], [3.114424, 0.652859, 1.297675], [1.744057, -0.440340, 1.660046], [-1.349833, -0.977378, -0.845201], [2.549077, -0.126192, -0.609094], [0.205627, -1.938717, -1.186223], [1.528256, -1.587354, -1.288484], [-2.208727, -2.439827, -0.021999], [-2.786962, -3.468336, -0.781559], [-3.558230, -4.471155, -0.179761], [-3.669594, -4.540075, 1.213037], [-2.983975, -3.596631, 1.990717], [-2.231869, -2.591911, 1.369351], [-3.379838, 0.077666, -0.665259], [-3.314880, 1.405371, -1.060005], [-4.433830, 2.266197, -1.102843], [-5.692172, 1.756628, -0.732743], [-5.793723, 0.369139, -0.471280], [-4.637463, -0.470580, -0.402977], [3.845640, -1.221553, -0.051519], [3.441620, -2.443877, 0.495953], [4.387128, -3.293188, 1.039353], [5.733507, -2.888976, 1.070637], [6.107282, -1.620662, 0.593986], [5.156812, -0.775533, 0.033620], [3.514087, 1.479450, -1.107043], [3.224982, 2.678162, -0.420253], [3.716699, 3.916798, -0.884331], [4.529327, 3.962098, -2.011812], [5.001820, 2.769579, -2.585822], [4.529861, 1.541216, -2.095781], [-0.092992, -2.999923, -1.434845], [2.152860, -2.450673, -1.684436], [-2.651212, -3.474356, -1.860164], [-4.097595, -5.202385, -0.800566], [-4.289291, -5.321219, 1.671110], [-3.081198, -3.663796, 3.084547], [-1.673853, -1.901251, 2.002694], [-2.373146, 2.016888, -1.292533], [-4.284679, 3.281737, -1.472025], [-6.550412, 2.432739, -0.768930], [-6.803608, -0.050012, -0.350296], [-4.771659, -1.511667, -0.140873], [2.388463, -2.735509, 0.492212], [4.071796, -4.263818, 1.432341], [6.481855, -3.575569, 1.473204], [7.148672, -1.292347, 0.653883], [5.445821, 0.215495, -0.294710], [2.596145, 2.670401, 0.478033], [3.458359, 4.834847, -0.344845], [4.861340, 4.931740, -2.402685], [5.761101, 2.801789, -3.379594], [4.988979, 0.613478, -2.465717], [-0.531830, 0.760330, 5.715859], [-0.452472, -0.504680, 4.986690], [0.146686, -1.507356, 5.868835], [0.009892, -0.567743, 3.587463], [-0.845626, 0.240250, 2.576616], [-2.190906, 0.486228, 2.954953], [-2.940377, 1.522814, 2.346499], [-2.335569, 2.389693, 1.453315], [-0.973147, 2.074031, 0.953438], [-0.419744, 0.685065, 1.279602], [-0.955431, 0.521482, 6.716831], [-1.181505, 1.487804, 5.211003], [0.465117, 1.215513, 5.911046], [0.076828, -2.506895, 5.409719], [1.215964, -1.289667, 6.101641], [-0.407150, -1.481547, 6.829082], [1.073012, -0.270516, 3.561802], [-0.035914, -1.649297, 3.348590], [-2.556234, -0.025988, 3.861152], [-4.002213, 1.621132, 2.639818], [-2.841991, 3.296916, 1.040593], [-0.239808, 2.912600, 1.047317]], "forces_ev_per_a": [[-0.06, 0.27, 0.87], [-2.32, -0.17, -1.46], [-0.10, -2.37, 0.53], [0.01, 0.06, 0.06], [-0.21, -1.47, -0.10], [-0.47, 2.78, -0.02], [2.12, -0.48, -1.62], [-0.59, 0.65, -0.56], [1.27, 1.71, -0.09], [1.95, 0.20, 2.32], [0.21, 0.33, 0.40], [0.08, 0.21, -1.10], [0.02, -0.38, 0.22], [-0.09, 0.15, 0.00], [-0.02, 0.17, -0.20], [0.18, 0.05, -0.20], [-0.11, -0.44, 0.96], [-0.67, -0.47, 0.19], [-0.28, 0.10, 0.08], [0.09, -0.05, 0.00], [0.35, -0.67, -0.08], [-0.60, -0.05, 0.17], [0.34, -1.28, -2.33], [-0.62, -0.37, 0.59], [0.32, 0.37, -0.59], [-1.05, -1.86, 0.27], [-0.36, 0.30, 0.63], [0.76, 0.16, -0.24], [-1.00, -1.27, -0.41], [0.54, -0.57, 0.02], [-0.27, 0.33, -0.11], [0.03, -0.12, 0.01], [0.03, 0.36, -0.22], [-0.23, -0.42, -0.19], [-0.17, 0.46, 0.49], [1.42, 0.03, -0.42], [-0.87, 1.53, 0.52], [0.06, -0.76, 0.14], [0.92, -0.54, -0.71], [0.33, 0.25, 0.08], [-0.77, 1.19, -0.02], [0.02, 0.38, 0.21], [0.18, -0.28, 0.02], [0.45, 0.04, 0.12], [-0.15, 0.14, -0.13], [0.24, -0.58, 0.23], [0.38, -0.52, 0.35], [0.30, 0.33, 0.02], [-0.32, -0.08, -0.33], [-0.05, -0.51, 0.14], [0.28, 0.06, -0.05], [-0.27, -0.21, 0.54], [-0.22, -0.25, -0.31], [0.82, 1.00, 0.14], [-0.26, 1.55, 0.48], [-0.28, 0.02, 0.00], [0.48, 0.38, 0.27], [0.34, 0.43, -0.16], [0.33, 0.18, -0.58], [-0.38, -0.21, -0.27], [-0.66, -0.66, 0.25], [-0.26, -0.12, 0.34], [0.14, -0.50, 0.09], [0.64, 0.06, 0.16], [0.09, -0.06, -0.05], [0.49, 0.04, 0.06], [0.26, 0.36, -0.09], [-0.19, 0.33, -0.11], [-0.37, -0.20, 0.01], [-0.02, -0.23, 0.03], [0.18, 0.12, -0.61], [0.08, -0.41, -0.26], [-0.11, -0.48, 0.18], [-0.44, -0.11, 0.43], [-0.49, 0.40, -0.14], [0.27, 0.04, 0.08], [-0.77, -0.13, -0.15], [0.13, -0.03, -0.14], [-0.06, -0.40, 0.83], [0.21, -0.87, 0.46], [1.40, 1.14, -0.22], [-0.55, 0.05, -0.50], [0.36, -0.08, -0.23], [-1.36, -0.01, 2.12], [-2.21, 2.13, 1.14], [0.11, 0.34, -0.75], [0.23, -0.15, 0.15], [-0.33, -0.08, -0.22], [0.02, 0.31, 0.28], [-0.42, -0.13, -0.16], [0.33, -0.26, -0.60], [-0.13, 0.12, -0.42], [0.23, 0.42, -0.14], [0.19, 0.10, -0.68], [0.78, 0.23, -0.24], [0.54, -0.77, 0.83], [-0.39, -0.29, -0.35]]}

{"formula": "C44H50GeN2O7S3Ti", "method": "ωB97M-V/def2-TZVPD", "homo_lumo_gap_ev": 7.17, "e_lumo_ev": 0.1, "e_homo_ha": -0.2610, "elements": ["Ti", "O", "C", "O", "C", "O", "C", "C", "O", "O", "H", "H", "H", "H", "H", "O", "S", "C", "C", "C", "C", "S", "O", "C", "C", "C", "C", "C", "C", "C", "C", "C", "C", "C", "C", "H", "H", "H", "H", "H", "H", "H", "H", "H", "H", "H", "H", "H", "H", "H", "H", "H", "H", "C", "C", "N", "C", "S", "N", "C", "C", "H", "H", "H", "H", "H", "H", "H", "H", "H", "H", "H", "H", "C", "Ge", "C", "C", "C", "C", "C", "C", "C", "C", "C", "C", "C", "C", "C", "C", "C", "C", "C", "C", "H", "H", "H", "H", "H", "H", "H", "H", "H", "H", "H", "H", "H", "H", "H"], "xyz": [[-0.689475, -0.156233, -0.382536], [-3.773920, 0.067877, 1.542641], [-2.493239, 0.371981, 1.071750], [-1.617793, -0.684735, 1.235952], [-1.838736, 1.578109, 1.767727], [-0.627325, 1.774956, 1.022409], [-0.616335, 2.893560, 0.139382], [-0.012185, 2.544717, -1.222634], [0.375501, 3.444418, -1.947420], [0.006828, 1.286029, -1.537167], [-4.379607, 0.435974, 0.878622], [-1.572929, 1.347416, 2.798216], [-2.485176, 2.455245, 1.724113], [-0.034900, 3.704586, 0.577950], [-1.631581, 3.241574, -0.054173], [-1.445197, -1.494449, -1.790845], [-1.682835, -2.888961, -2.327468], [-3.507636, -3.095303, -2.422098], [-4.353168, -2.034334, -1.713854], [-4.426410, -0.700603, -2.460015], [-5.724836, 0.070660, -2.198149], [-5.892798, 0.969461, -0.624174], [-2.473958, 0.666868, -0.278314], [-5.326316, 2.605201, -1.024854], [-6.099446, 3.671105, -0.573975], [-5.700070, 4.977168, -0.820813], [-4.542870, 5.227044, -1.541690], [-3.774113, 4.167244, -2.003862], [-4.152176, 2.858984, -1.732929], [-1.361543, -4.064206, -1.027894], [-1.557468, -3.740070, 0.305772], [-1.318985, -4.719374, 1.258877], [-0.903317, -5.989347, 0.881767], [-0.711782, -6.296896, -0.458328], [-0.937631, -5.327176, -1.423258], [-3.696070, -4.084119, -2.007189], [-3.738181, -3.123925, -3.488546], [-4.019919, -1.882472, -0.683109], [-5.356232, -2.469074, -1.657584], [-4.381058, -0.884112, -3.540320], [-3.559357, -0.104880, -2.191137], [-6.564607, -0.628220, -2.188535], [-5.921583, 0.784058, -2.997884], [-7.016746, 3.471680, -0.033212], [-6.305511, 5.798976, -0.458128], [-4.236102, 6.246501, -1.740940], [-2.853854, 4.352531, -2.543282], [-3.516347, 2.043626, -2.035795], [-1.864098, -2.746398, 0.612322], [-1.464255, -4.480570, 2.304128], [-0.720783, -6.742710, 1.638021], [-0.374174, -7.282411, -0.751093], [-0.769983, -5.544335, -2.472560], [3.494301, 2.613169, -2.447189], [4.207831, 1.300497, -2.147145], [3.320829, 0.341033, -1.493316], [2.454538, -0.520329, -1.969795], [1.486850, -1.542331, -0.706200], [2.188025, -0.786624, -3.241681], [2.898348, -0.397515, -4.458339], [2.064849, -0.789292, -5.665043], [4.175323, 3.310330, -2.938662], [3.132696, 3.075593, -1.528211], [2.625154, 2.459031, -3.088307], [5.034507, 1.453404, -1.452549], [4.632828, 0.855081, -3.043655], [3.320301, 0.356871, -0.475187], [1.392235, -1.398140, -3.358570], [3.871586, -0.892025, -4.488620], [3.063998, 0.678496, -4.457752], [1.925454, -1.871525, -5.710390], [2.562767, -0.477824, -6.581933], [1.085214, -0.310661, -5.627631], [1.067276, -0.470622, 0.544392], [2.007758, -0.143644, 2.155515], [3.886681, -0.666383, 1.813918], [4.944814, 0.243462, 1.809794], [6.236675, -0.156477, 1.480323], [6.490574, -1.478977, 1.147902], [5.451170, -2.401800, 1.159107], [4.166338, -1.996778, 1.490792], [2.014942, 1.778125, 2.558128], [1.493670, 2.322513, 3.728309], [1.469320, 3.697917, 3.929978], [1.972547, 4.555330, 2.961966], [2.489591, 4.030610, 1.783978], [2.502911, 2.657142, 1.590733], [1.388221, -1.187212, 3.694761], [1.832029, -0.926709, 4.991516], [1.450786, -1.734122, 6.054086], [0.625687, -2.828043, 5.830136], [0.182480, -3.102967, 4.544066], [0.556406, -2.284044, 3.485981], [4.764851, 1.280823, 2.071955], [7.044147, 0.565814, 1.492623], [7.495386, -1.794249, 0.894000], [5.644623, -3.438860, 0.912555], [3.366475, -2.730692, 1.496688], [1.074718, 1.672115, 4.488662], [1.050380, 4.099957, 4.844520], [1.952899, 5.626644, 3.118614], [2.861313, 4.690974, 1.009239], [2.869607, 2.267564, 0.645200], [2.500808, -0.092406, 5.180012], [1.801722, -1.513442, 7.054786], [0.328313, -3.461942, 6.656423], [-0.461080, -3.957022, 4.369949], [0.180626, -2.472438, 2.485643]], "forces_ev_per_a": [[1.16, -0.40, 0.61], [0.35, 0.10, 0.16], [-0.17, 0.09, 0.13], [0.17, -0.09, -0.22], [-0.24, -0.10, 0.05], [-0.03, 0.10, -0.22], [0.11, -0.06, 0.03], [-0.07, 0.21, -0.07], [-0.02, -0.04, 0.09], [-0.18, -0.15, 0.04], [-0.06, -0.12, 0.01], [0.02, 0.02, 0.02], [0.05, 0.08, -0.02], [0.01, 0.01, 0.03], [-0.08, 0.01, -0.01], [-0.22, -0.16, -0.10], [-0.16, 0.08, 0.14], [0.00, 0.09, 0.04], [0.09, 0.01, -0.01], [-0.07, 0.06, 0.03], [0.08, -0.11, 0.00], [-0.17, 0.08, -0.23], [-0.02, -0.02, -0.23], [0.02, 0.06, -0.09], [0.00, 0.01, 0.03], [-0.05, -0.01, 0.03], [0.05, 0.07, -0.04], [-0.02, -0.08, 0.11], [-0.09, 0.00, 0.04], [0.06, 0.03, -0.01], [0.01, 0.01, 0.03], [-0.02, -0.03, 0.03], [0.01, -0.02, 0.03], [-0.02, 0.02, 0.01], [0.07, 0.06, -0.06], [0.04, -0.05, -0.02], [0.02, 0.05, 0.00], [0.04, 0.03, -0.03], [-0.01, -0.02, 0.03], [-0.03, -0.05, 0.01], [0.03, 0.09, 0.00], [-0.03, 0.00, -0.05], [0.05, 0.08, 0.05], [0.02, 0.01, -0.02], [0.02, -0.02, -0.01], [-0.01, -0.02, 0.01], [0.01, 0.00, -0.02], [0.05, -0.08, -0.01], [-0.02, 0.11, 0.00], [0.00, 0.00, -0.01], [0.00, 0.02, -0.02], [-0.01, 0.01, 0.00], [-0.01, 0.01, 0.03], [0.09, -0.07, -0.03], [-0.08, 0.24, -0.01], [-0.28, -0.67, -0.02], [-0.09, 0.00, 0.01], [0.12, 1.04, -0.13], [0.22, -0.03, 0.43], [-0.12, 0.05, -0.06], [0.02, -0.02, 0.00], [0.01, -0.02, 0.02], [-0.04, -0.01, -0.06], [-0.02, 0.03, 0.07], [0.00, 0.02, -0.01], [-0.01, -0.01, 0.02], [-0.04, -0.03, 0.06], [0.01, -0.04, -0.04], [0.01, 0.00, 0.00], [-0.05, 0.02, 0.00], [0.00, 0.02, 0.01], [-0.01, -0.01, 0.00], [0.02, 0.01, 0.00], [-0.68, -0.58, -0.58], [0.23, 0.05, 0.16], [-0.02, 0.06, 0.06], [-0.01, 0.01, -0.02], [-0.01, -0.01, -0.02], [0.00, 0.00, 0.02], [0.01, 0.01, 0.00], [0.00, -0.01, -0.02], [-0.03, -0.05, -0.04], [-0.04, -0.03, 0.03], [0.01, 0.01, -0.01], [0.00, -0.02, 0.00], [0.00, 0.00, 0.01], [-0.03, 0.01, 0.00], [0.03, 0.03, -0.06], [0.12, -0.01, -0.02], [-0.02, 0.00, -0.01], [0.00, 0.00, -0.02], [0.01, 0.02, 0.00], [-0.10, 0.05, -0.01], [0.00, -0.02, 0.02], [0.00, 0.00, 0.00], [-0.01, 0.01, 0.00], [0.00, 0.01, 0.00], [0.01, 0.01, 0.01], [0.02, 0.01, -0.02], [0.00, 0.00, -0.01], [0.00, -0.01, 0.00], [0.00, 0.00, 0.01], [0.01, 0.00, 0.02], [-0.02, -0.01, -0.01], [0.00, 0.00, -0.01], [0.00, 0.00, -0.01], [-0.02, 0.00, 0.01], [0.00, -0.01, 0.00]]}

Relative energy (zero: lowest compared OMol25 entry of this formula, charge and spin) for every record listed, in sequence, given in kJ/mol: 981.0 0.0.